Entry 1:
Computed, not measured: a molecular structure, C33H29Cl2F3IrN2O9P, with ωB97M-V/def2-TZVPD.

Values from the calculation:
HOMO-LUMO gap (alpha / beta), Ha: 0.314 / 0.226
2S+1: 5
Charge: 0
LUMO energy (alpha / beta), eV: 0.127 / -3.085

```
80
Properties=species:S:1:pos:R:3:lowdin_charge:R:1
Ir -0.07783 -0.18075 0.58849 1.436
Cl 5.91363 1.16134 -0.44758 0.840
Cl -8.77140 -0.65501 0.19288 0.674
P 0.30985 -2.05170 -0.93499 0.666
F 0.06091 9.35363 -0.41069 0.136
F -0.28436 9.17636 1.72268 0.142
F 1.73133 9.06853 0.94310 0.142
O 2.49383 -0.46925 4.00059 0.082
O -0.10056 -1.60113 -2.38628 -0.268
O -0.44467 -3.42577 -0.60796 -0.262
O 4.90065 0.36957 4.00714 0.132
O 6.34891 1.16770 2.53464 0.079
O 1.78364 -2.62107 -1.21576 -0.263
O 0.81360 -0.65581 2.55656 -0.137
O -2.18819 -0.66484 1.33609 -0.138
O -2.16401 -0.29628 -0.83657 -0.071
N 3.37726 0.35512 -0.33109 -0.049
N 2.40781 -0.00166 0.52287 0.047
C 2.91232 0.06501 1.73926 -0.149
C 3.16314 0.31689 -1.74252 -0.218
C -6.35250 -1.18579 1.26266 -0.095
C -7.04109 -0.61628 0.20183 -0.670
C 5.26788 0.69768 2.78836 -0.511
C 0.08971 4.46100 0.39985 -0.242
C 2.12360 1.05090 -2.29091 -0.011
C 0.05045 -2.35814 -3.60364 -0.244
C -0.18710 6.64363 -0.58432 0.000
C -0.97004 -3.47397 -3.73494 -0.063
C 0.32512 7.21700 0.57042 -0.116
C 3.97571 -0.47901 -2.53646 -0.039
C -4.96886 -1.14244 1.27050 -0.009
C -0.30520 5.26859 -0.67024 -0.006
C 0.45620 8.70628 0.69844 -0.582
C 2.01969 -0.37803 2.86903 -0.554
C 2.85242 -3.23955 0.92057 -0.055
C -0.91034 -4.63267 1.43466 -0.055
C -4.98475 0.01370 -0.84126 -0.007
C 2.41280 -3.67181 -0.46485 -0.244
C 1.89294 0.97751 -3.65576 -0.064
C 3.74503 -0.53354 -3.90042 -0.067
C -0.02487 3.04625 0.33208 -0.095
C 0.60990 5.05340 1.55862 -0.001
C -1.42956 -3.63251 0.42281 -0.254
C 0.72704 6.42544 1.64089 0.001
C 2.70208 0.19106 -4.46151 -0.080
C 4.51356 0.64400 0.34594 -0.574
C -6.36844 -0.01316 -0.85079 -0.095
C -4.28159 -0.54852 0.21806 -0.136
C 4.26872 0.45840 1.69900 -0.038
C -2.79182 -0.49620 0.22555 -0.639
C -0.09894 1.82627 0.30381 -0.172
H 0.91574 4.42205 2.38144 0.124
H 3.60105 -2.44908 0.86590 0.073
H -6.89787 -1.64674 2.07445 0.106
H 1.07560 1.54148 -4.08588 0.113
H -0.03634 -4.23416 1.95209 0.073
H -0.49225 7.27274 -1.40840 0.121
H -0.63313 -5.56920 0.94877 0.081
H 2.52240 0.14399 -5.52794 0.107
H -4.43328 0.47074 -1.65173 0.121
H 1.13053 6.88934 2.53151 0.129
H 3.98898 -0.04417 4.04310 0.052
H -0.70569 4.80790 -1.56295 0.121
H 2.00081 -2.87588 1.50080 0.059
H -1.68661 -4.83832 2.17153 0.085
H -6.92687 0.42844 -1.66450 0.106
H 1.07152 -2.73744 -3.66345 0.113
H -0.76447 -4.27649 -3.03027 0.069
H -0.09323 -1.61838 -4.38907 0.118
H 3.28438 -4.09363 1.44226 0.092
H -0.93703 -3.87686 -4.74739 0.081
H -1.96915 -3.08228 -3.54155 0.087
H -1.66982 -2.69163 0.91712 0.075
H 4.77298 -1.05785 -2.08883 0.113
H 1.49788 1.66552 -1.65769 0.083
H -4.41208 -1.56484 2.09610 0.121
H -2.32580 -4.00383 -0.07499 0.129
H 3.27205 -3.96343 -1.06825 0.123
H 4.37857 -1.14990 -4.52479 0.109
H 1.72866 -4.51913 -0.39998 0.108
```



Entry 2:
Computed, not measured: 2 unconnected molecules or ions with the total composition C6H16N2O2S, with ωB97M-V/def2-TZVPD.

Values from the calculation:
HOMO-LUMO gap, Ha: 0.330
2S+1: 1
Charge: 0
LUMO energy, eV: 0.710

```
27
Properties=species:S:1:pos:R:3:nbo_charge:R:1
S 3.82528 -0.73213 0.02714 1.558
O 2.76140 -0.65499 1.29356 -0.976
O 3.51893 -1.92213 -0.68565 -0.951
N -1.00471 -0.84787 -0.79478 -0.250
N -0.58276 -0.22769 0.27748 -0.295
C -1.96708 1.93628 0.44485 -0.690
C -0.07644 1.21626 2.02033 -0.638
C -0.86348 0.90560 0.78610 0.207
C -0.52855 -2.25709 -0.74354 -0.404
C 2.96838 0.55115 -1.03094 -0.867
C -2.33716 -0.76530 -1.21396 -0.430
H -0.46099 -2.56518 -1.81321 0.205
H 0.51182 0.35130 2.34628 0.214
H -0.70032 1.58826 2.88453 0.218
H -2.73575 1.93304 1.24910 0.238
H 0.54623 2.21150 1.91207 0.211
H 0.37220 -2.13351 -0.13037 0.231
H 1.70937 -0.54199 1.26257 0.521
H -2.54175 0.24034 -1.52621 0.195
H 3.41495 0.50613 -2.02744 0.231
H -2.54932 -1.34622 -2.12695 0.212
H 2.68486 1.52531 -0.70871 0.232
H -1.47570 2.88470 0.53806 0.218
H -1.28310 -2.78150 -0.17847 0.173
H -3.03299 -1.01893 -0.47836 0.179
H 1.96408 0.15806 -0.95338 0.236
H -2.13740 1.78661 -0.63006 0.224
```



Entry 3:
Computed, not measured: a molecular structure, C3CuLiO6, with ωB97M-V/def2-TZVPD.

Values from the calculation:
HOMO-LUMO gap (alpha / beta), Ha: 0.209 / 0.097
2S+1: 2
Charge: -1
LUMO energy (alpha / beta), eV: 1.013 / -0.139

```
11
Properties=species:S:1:pos:R:3:nbo_charge:R:1
Cu -3.48040 -1.93540 -0.18838 0.466
O -3.64851 0.22376 -0.31731 -0.753
O 2.88207 -1.49046 -0.76521 -0.769
O 0.81198 1.92363 0.78526 -0.741
O 3.91817 0.49220 -0.83857 -0.756
O -1.66812 -0.33674 0.51386 -0.841
O 1.72877 0.31615 -0.27045 -0.705
C 2.93447 -0.24938 -0.73053 0.945
C 1.44861 1.73819 -0.26757 0.561
C -2.48553 0.46904 -0.00311 0.716
Li 0.22108 0.03789 0.97301 0.879
```



Entry 4:
Computed, not measured: 2 unconnected molecules or ions with the total composition C19H29Cl2F3NO2S, with ωB97M-V/def2-TZVPD.

Values from the calculation:
HOMO-LUMO gap, Ha: 0.295
2S+1: 1
Charge: +1
LUMO energy, eV: -4.146

```
57
Properties=species:S:1:pos:R:3:nbo_charge:R:1
Cl 3.04528 -0.97367 -0.42925 -0.014
Cl 0.08221 -1.16916 -1.31697 0.010
S -1.18048 0.96274 -5.31513 -0.045
F 0.84183 -3.51134 7.16460 -0.296
F -0.67920 -4.91124 6.51961 -0.306
F 1.42080 -5.42770 6.34180 -0.303
O 0.53258 -4.76486 3.93178 -0.470
O 0.54438 -2.62720 4.64455 -0.558
N 0.74188 1.77907 -2.47111 -0.293
C 2.01606 0.42569 1.59242 -0.615
C -3.50532 1.88047 1.87930 -0.602
C 0.47129 2.90219 -3.15458 0.104
C -0.42275 3.85168 -2.69391 -0.207
C -1.40919 2.38094 0.61669 -0.434
C 0.53625 0.32453 -0.46213 -0.292
C 2.02507 0.40429 0.06557 -0.208
C -1.02327 3.64153 -1.47003 -0.098
C 0.17284 1.54913 -1.25510 0.332
C 0.54013 -4.42850 6.25445 0.900
C -0.72062 2.49752 -0.72142 -0.013
C 0.51050 -4.31145 2.56762 -0.079
C 0.55077 -3.80662 4.84616 0.697
C 1.89469 -3.92147 2.09729 -0.641
C -2.85978 1.89294 0.49631 -0.200
C -2.98060 0.55668 -0.22063 -0.618
C 1.70438 0.84798 -3.11423 -0.234
C 0.62124 0.75290 -5.46712 -0.522
C 1.10317 -0.00423 -4.22135 -0.432
H -0.19487 -3.48602 2.47387 0.191
H 2.49743 1.29790 -0.32328 0.216
H -3.38423 2.63511 -0.11014 0.196
H 1.13996 1.68921 -5.63910 0.208
H 2.59048 -4.75137 2.21896 0.226
H 1.19902 1.02888 1.97512 0.210
H 1.88890 -0.68578 -4.53736 0.245
H -1.71034 4.37422 -1.07702 0.244
H -2.41846 -0.23786 0.26404 0.203
H 0.98127 3.04742 -4.08787 0.234
H 0.81731 0.13574 -6.33574 0.238
H 1.83040 -0.58866 1.93636 0.236
H 2.96629 0.75557 1.99070 0.243
H -1.41297 2.06272 -6.04443 0.138
H 2.17306 0.21102 -2.37707 0.255
H -0.60817 4.71999 -3.30009 0.253
H -3.23293 2.78762 2.41341 0.211
H -2.66610 0.64519 -1.25833 0.207
H 2.28203 -3.07908 2.67075 0.217
H -3.10987 1.04852 2.45976 0.210
H 0.12677 -5.14774 1.98787 0.203
H 2.49461 1.45685 -3.54187 0.225
H 0.29380 -0.62532 -3.85901 0.238
H 1.86583 -3.63859 1.04457 0.220
H -0.08545 0.28374 0.41093 0.260
H -4.02799 0.27026 -0.24303 0.234
H -4.58313 1.82022 1.80899 0.228
H -0.85316 1.79293 1.33611 0.216
H -1.43363 3.38444 1.03774 0.234
```



Entry 5:
Computed, not measured: a molecular structure, H4KO2, with ωB97M-V/def2-TZVPD.

Values from the calculation:
HOMO-LUMO gap (alpha / beta), Ha: 0.606 / 0.138
2S+1: 2
Charge: +2
LUMO energy (alpha / beta), eV: -8.726 / -17.335

```
7
Properties=species:S:1:pos:R:3:nbo_charge:R:1
K -0.27621 -0.96831 -1.34074 0.995
O 1.38956 1.16829 -0.41350 -0.525
O -1.59853 -0.68628 1.08319 -0.527
H -2.13846 -1.39194 0.72717 0.505
H -0.83399 -1.13060 1.44964 0.501
H 2.32332 1.06299 -0.59580 0.527
H 1.13431 1.94586 -0.90995 0.524
```



Entry 6:
Computed, not measured: a single C2HClN2S molecule, with ωB97M-V/def2-TZVPD.

Values from the calculation:
HOMO-LUMO gap, Ha: 0.308
2S+1: 1
Charge: 0
LUMO energy, eV: -0.772

```
7
Properties=species:S:1:pos:R:3:nbo_charge:R:1
Cl -1.84904 -0.18186 1.97863 0.153
S 1.20216 0.16476 1.25545 0.587
N -0.71030 0.02189 -0.39067 -0.146
N -0.50751 -0.06932 0.79986 -0.261
C 0.33054 0.01714 -1.08023 -0.190
C 1.51864 -0.00592 -0.39582 -0.364
H 0.01551 0.05331 -2.16723 0.222
```



Entry 7:
Computed, not measured: a molecular structure, C4H10N2O2S, with ωB97M-V/def2-TZVPD.

Values from the calculation:
HOMO-LUMO gap, Ha: 0.339
2S+1: 1
Charge: 0
LUMO energy, eV: 0.595

```
19
Properties=species:S:1:pos:R:3:nbo_charge:R:1
S 1.27855 -0.03705 -1.01633 2.241
O 1.35605 -1.37292 -1.59499 -0.946
O 1.15811 1.03362 -1.96818 -0.964
N 2.55936 0.44227 -0.10730 -1.092
N -1.31621 -0.74413 -0.66459 -0.629
C -0.60104 1.64616 0.72905 -0.152
C -0.24572 -0.18337 -0.02755 -0.240
C -1.86398 -2.07579 -0.33454 -0.400
C -0.02434 2.08155 1.82295 -0.454
H 2.74969 1.47165 -0.11318 0.443
H 0.00184 -0.76276 0.81821 0.200
H -2.63917 -1.98992 0.39832 0.193
H -0.18272 3.12775 2.23321 0.205
H -2.29548 -2.45944 -1.28551 0.214
H -1.10752 -0.68813 -1.60358 0.378
H -1.51699 1.97297 0.28189 0.200
H -1.09080 -2.69669 0.10408 0.187
H 3.27259 -0.25762 -0.15195 0.417
H 0.50778 1.49185 2.48000 0.198
```



F_max values, unit eV/A, following the record order: 0.9, 3.7, 3.1, 0.8, 1.5, 6.3, 4.9.
Total energy values, unit eV, following the record order: -101423.90157, -24388.09586, -60239.50155, -69785.87014, -20462.99851, -28422.98886, -22216.64052.